[1]
The following is a DFT calculation (wB97M-V/def2-TZVPD) of a structure of composition C37H33Br2IN5NaO3S3.

Last column: Löwdin charge in e.
Atoms and positions in Å:
Na -0.7254 -0.0594 0.4759  0.20
C 2.9130 -2.5873 2.7276  -0.04
C 1.6288 -1.8305 2.4623  -0.27
N 1.0659 -1.8103 1.3053  0.05
N 1.7187 -2.5016 0.2902  -0.09
C 0.9676 -2.7770 -0.7184  -1.12
S -0.7169 -2.5130 -0.9978  0.48
S 1.7605 -3.5703 -2.1074  0.82
C 3.4894 -3.6762 -1.5826  -0.45
C 4.3589 -2.4932 -1.9270  -0.27
C 3.8728 -1.1889 -1.8704  -0.04
C 4.7052 -0.1156 -2.1482  -0.08
C 6.0349 -0.3236 -2.4936  -0.12
C 6.5271 -1.6184 -2.5587  -0.12
C 5.6917 -2.6915 -2.2761  -0.07
C 1.0263 -1.0809 3.5835  -0.10
C 1.7609 -0.8816 4.7565  -0.09
C 1.2955 -0.1263 5.8214  -0.15
C 0.0371 0.4741 5.7109  -0.14
C -0.7367 0.2896 4.5907  -0.05
C -0.3126 -0.5276 3.4915  -0.40
O -1.0910 -0.7913 2.5308  -0.11
H 3.2410 -3.0906 1.8249  0.04
H 2.7666 -3.3213 3.5237  0.08
H 3.6988 -1.9031 3.0531  0.07
H 3.8968 -4.5814 -2.0368  0.06
H 3.4661 -3.8086 -0.4993  0.06
H 2.8387 -1.0208 -1.5997  0.10
H 4.3085 0.8905 -2.0924  0.10
H 6.6806 0.5184 -2.7128  0.09
H 7.5608 -1.7962 -2.8325  0.09
H 6.0793 -3.7038 -2.3298  0.10
H 2.7491 -1.3182 4.8396  0.08
H 1.9024 0.0085 6.7086  0.07
H -0.3330 1.1005 6.5180  0.09
H -1.7068 0.7647 4.4904  0.11
Br -1.6124 -2.3816 -7.4940  0.67
C -1.5055 -0.5370 -7.0474  -0.74
C -1.7935 0.3588 -8.0686  -0.17
C -1.7347 1.7207 -7.8264  -0.11
C -1.3983 2.1671 -6.5574  -0.09
C -1.1110 1.2649 -5.5434  -0.14
C -1.1457 -0.1118 -5.7698  -0.71
I -0.7262 -1.4027 -4.1859  1.06
H -2.0623 -0.0205 -9.0451  0.08
H -1.9618 2.4215 -8.6199  0.09
H -1.3702 3.2270 -6.3364  0.10
H -0.9160 1.6803 -4.5622  0.07
C -2.7880 2.9991 -2.5452  -0.10
C -3.1613 1.6793 -2.4147  -0.05
C -2.1687 0.7225 -2.2055  -0.24
N -0.8859 1.0211 -2.0803  0.03
C -0.5367 2.3048 -2.1835  -0.17
C -1.4356 3.3208 -2.4398  -0.08
H -3.5316 3.7706 -2.7035  0.10
H -4.1996 1.3781 -2.4493  0.11
H -2.4354 -0.3255 -2.1283  0.04
H 0.5141 2.5278 -2.0364  0.11
H -1.0897 4.3434 -2.5209  0.10
S -4.5240 -2.2053 0.3952  0.50
C -3.5983 -2.7611 1.6716  -0.94
N -2.5145 -3.5486 1.5928  0.01
C -1.8098 -3.6412 2.8666  -0.14
C -2.7450 -2.8970 3.8406  -0.15
N -3.8641 -2.5075 2.9854  0.01
H -1.9780 -3.5344 0.7266  0.01
H -0.8393 -3.1519 2.7918  0.09
H -1.6784 -4.6874 3.1548  0.10
H -2.2563 -2.0243 4.2696  0.09
H -3.0914 -3.5514 4.6449  0.10
H -4.3589 -1.6489 3.1565  0.12
Br -3.7983 4.3728 0.8682  0.76
C -2.4239 4.3936 2.1889  -0.59
C -2.5520 5.3659 3.1746  -0.17
C -1.5889 5.4771 4.1635  -0.12
C -0.4915 4.6261 4.1505  -0.09
C -0.3717 3.6785 3.1495  -0.02
C -1.3373 3.5293 2.1521  -0.14
C -1.1185 2.3861 1.1486  -0.66
O -2.1305 1.8395 0.6751  -0.05
O 0.0787 2.0754 0.9441  -0.04
H -3.4087 6.0264 3.1593  0.08
H -1.6991 6.2272 4.9380  0.09
H 0.2664 4.6959 4.9214  0.09
H 0.4692 2.9986 3.1124  0.12

Properties
Frontier orbital gap ... 5.50 eV
Energy above the lowest of the compared OMol25 structures with the same formula, charge and spin ... 13.62 kcal per mole
HOMO energy ... -1.850 eV
Net charge ... -2

***

[2]
The following is a DFT calculation (wB97M-V/def2-TZVPD) of a structure of composition C9H16AlCl2F2IO4S at a distorted geometry.

Last column: Löwdin charge in e.
Atoms and positions in Å:
O -3.5138 1.2576 -0.3927  -0.25
S -3.5136 1.0102 -1.7859  0.59
O -4.5026 0.0926 -2.2374  -0.24
C -3.7807 2.4956 -2.6894  -0.32
C -2.5230 3.3198 -2.9353  -0.20
C -1.2733 2.5112 -3.2519  -0.16
C -1.0414 1.3442 -2.3376  -0.86
F 0.0084 0.6486 -2.8111  0.04
I -0.4101 2.0510 -0.3513  1.39
O -2.0806 0.4213 -2.2637  -0.15
H -4.4563 3.1214 -2.1028  0.10
H -4.2955 2.2034 -3.6333  -0.17
H -2.7154 3.9338 -3.8055  0.13
H -2.3928 4.0521 -2.1041  0.13
H -1.2234 2.1940 -4.2897  0.15
H -0.4254 3.1755 -3.1238  0.13
C 1.3881 -1.9251 -1.0835  0.05
C 1.8290 -1.6133 0.3343  -0.38
O 1.4180 -0.6701 0.9452  0.17
C 2.8364 -2.5706 0.9638  0.03
H 0.6750 -1.1726 -1.4052  0.06
H 2.2576 -1.9139 -1.7410  0.12
H 0.9192 -2.9090 -1.1034  0.12
H 3.7457 -2.5746 0.3611  0.12
H 2.4045 -3.5716 1.0004  0.11
H 3.0703 -2.2405 1.9706  0.03
Cl 5.3038 -2.1198 6.6646  0.63
C 3.6519 -1.8134 6.1017  -0.66
C 2.9947 -3.0734 5.6050  -0.62
Cl 3.7558 -3.6586 4.1002  0.64
H 3.6955 -1.0484 5.3299  0.07
H 3.0903 -1.4172 6.9485  0.09
H 1.9436 -2.8899 5.3833  0.08
H 3.0541 -3.8753 6.3371  0.08
Al -5.8988 2.2201 -4.4999  1.24
F -3.9948 5.0050 -2.0969  -0.30

Properties
Frontier orbital gap ... 1.69 eV
Energy above the lowest of the compared OMol25 structures with the same formula, charge and spin ... 0.00 kcal per mole
HOMO energy ... -14.645 eV
Net charge ... +2

***

[3]
The following is a DFT calculation (wB97M-V/def2-TZVPD) of a structure of composition C18H21F18N6O12S6V at a distorted geometry.

Last column: Löwdin spin population.
Atoms and positions in Å:
V 0.4638 -0.2947 -0.3240  1.95
C 2.2239 -2.5148 3.1513  0.00
F 3.0753 -3.0613 2.3272  0.00
F 2.1197 -3.3634 4.1983  0.00
F 2.7159 -1.3990 3.4999  0.00
S 0.5215 -2.4567 2.2417  0.00
O 0.7005 -3.2331 0.9908  0.01
O -0.4130 -3.0460 3.1611  0.01
N 0.2747 -0.8062 1.6119  -0.01
S -0.3026 -0.0644 2.9590  0.00
O 0.3072 -0.5132 4.2137  0.00
O -0.2984 1.3878 2.7785  0.00
C -2.1300 -0.6227 3.0037  0.00
F -2.3026 -1.2739 4.1787  0.00
F -2.9301 0.5076 3.0733  0.00
F -2.4127 -1.4461 2.0067  0.00
C 1.3759 2.9635 -3.2702  0.00
F 1.9425 2.1840 -4.1963  0.00
F 2.1145 3.0363 -2.1210  0.00
F 1.1303 4.2173 -3.7189  0.00
S -0.3852 2.1525 -2.7996  0.00
O -0.8321 2.9073 -1.5908  0.00
O -1.2307 2.2777 -3.9366  0.00
N 0.0107 0.4750 -2.1387  -0.01
S -0.3832 -0.3312 -3.5490  0.00
O 0.0681 0.2164 -4.8214  0.00
O 0.0280 -1.7084 -3.2994  0.00
C -2.3511 -0.4865 -3.6602  0.00
F -2.8954 0.3022 -2.6865  0.00
F -2.7575 -0.0457 -4.8502  0.00
F -2.7707 -1.7534 -3.5892  0.00
C 5.1554 -1.0355 0.7321  0.00
F 5.3063 -0.9833 2.0530  0.00
F 6.3183 -0.6827 0.1691  0.00
F 4.8346 -2.3128 0.3861  0.00
S 3.7035 0.1088 0.1804  0.00
O 3.1693 0.5263 1.4520  0.00
O 4.3022 1.1877 -0.5984  0.00
N 2.4362 -0.7136 -0.7536  0.00
S 3.2403 -1.1905 -2.0494  0.00
O 2.6991 -0.5981 -3.2532  0.00
O 4.7111 -1.1595 -2.0721  0.00
C 2.7970 -3.1321 -2.1474  0.00
F 2.9998 -3.5991 -3.3776  0.00
F 3.4548 -3.7867 -1.1866  0.00
F 1.4747 -3.2300 -1.8930  0.00
C -0.8540 -5.7599 -0.2972  0.00
C -2.2183 -5.4033 -0.9443  0.00
C -2.8458 -4.0508 -0.6167  0.00
C -1.9359 -2.8741 -0.6747  0.01
N -1.1985 -1.9287 -0.7061  0.01
H -1.0040 -5.9384 0.7675  0.00
H -0.0976 -4.9897 -0.4481  0.00
H -0.5177 -6.6691 -0.7956  0.00
H -2.9591 -6.1803 -0.7557  0.00
H -2.0435 -5.4654 -2.0184  0.00
H -3.2592 -4.1918 0.3819  0.00
H -3.6680 -3.7701 -1.2751  0.00
C 2.7099 4.5286 2.5313  0.00
C 1.1763 4.6522 2.6372  0.00
C 0.4730 4.3409 1.2882  0.00
C 0.7777 3.0257 0.6887  0.01
N 1.0647 1.9411 0.2949  0.00
H 3.0385 4.8011 3.5342  0.00
H 3.0840 5.1287 1.7018  0.00
H 3.0262 3.4931 2.4056  0.00
H 0.9162 5.6584 2.9658  0.00
H 0.7369 4.0230 3.4113  0.00
H 0.8543 5.0280 0.5328  0.00
H -0.6001 4.5250 1.2363  0.00
C -3.5984 4.0412 0.6473  0.00
C -4.5669 2.8955 0.6590  0.00
C -4.1376 1.7401 -0.3010  0.00
C -2.7846 1.2433 -0.0157  0.00
N -1.6895 0.8196 0.2133  0.00
H -4.0553 4.9988 0.3975  0.00
H -2.7635 3.9408 -0.0462  0.00
H -3.2174 4.0903 1.6673  0.00
H -5.5628 3.2625 0.4107  0.00
H -4.6601 2.4250 1.6378  0.00
H -4.0697 2.1145 -1.3225  0.00
H -4.8299 0.8985 -0.2782  0.00

Properties
Frontier orbital gap (alpha / beta) ... 7.97 / 9.09 eV
2S+1 ... 3
Energy above the lowest of the compared OMol25 structures with the same formula, charge and spin ... 84.28 kcal per mole
HOMO energy (alpha / beta) ... -10.735 / -10.788 eV

***

So what do the calculations give for total energy? Going down the list: -237610.3048; -73768.9992; -192124.0267 eV.